#a
{"formula": "C3H15NO4", "method": "the ωB97M-V functional and the def2-TZVPD basis", "charge": 0, "spin_multiplicity": 1, "gap_ev": 10.0, "homo_energy_ev": -9.5, "smiles": "C[C@H](N)CO.O.O.O", "species": ["C", "C", "N", "C", "O", "H", "H", "H", "H", "H", "H", "H", "H", "H", "O", "H", "H", "O", "H", "H", "O", "H", "H"], "positions_angstrom": [[-1.41310, 1.69974, -1.11407], [-0.30300, 1.91698, -0.04834], [1.02807, 1.50452, -0.39625], [-0.79872, 1.08541, 1.19718], [0.21369, 0.74100, 2.12424], [-1.09939, 2.09370, -2.07958], [-1.58617, 0.62996, -1.23407], [-2.34483, 2.16045, -0.79080], [-0.34004, 2.97588, 0.21138], [1.52740, 2.08140, -1.05709], [1.03195, 0.53464, -0.69831], [-1.53020, 1.79324, 1.58885], [-1.16156, 0.10796, 0.88234], [0.95807, 1.32894, 2.08040], [1.34600, -1.59922, -1.75605], [1.57874, -1.78755, -0.85122], [0.79260, -2.34333, -2.03817], [0.95450, -1.71982, 1.09943], [1.04391, -2.27273, 1.89068], [0.92344, -0.85967, 1.53142], [-1.25988, -2.50828, -0.86203], [-1.38590, -1.55990, -0.96582], [-0.61519, -2.47791, -0.12208]], "lowdin_charge": [-0.0552, -0.4238, 0.0528, -0.2078, -0.0842, 0.0774, 0.0557, 0.0776, 0.1306, 0.0814, 0.0559, 0.1185, 0.1064, 0.0837, -0.0700, -0.0136, 0.0364, -0.0551, 0.0740, 0.0096, -0.0704, 0.0052, 0.0148]}

=====

#b
{"formula": "C3H15NO4", "method": "the ωB97M-V functional and the def2-TZVPD basis", "charge": 0, "spin_multiplicity": 1, "gap_ev": 8.9, "homo_energy_ev": -8.2, "smiles": "CNCCO.O.O.O", "species": ["C", "N", "C", "C", "O", "H", "H", "H", "H", "H", "H", "H", "H", "H", "O", "H", "H", "O", "H", "H", "O", "H", "H"], "positions_angstrom": [[-1.56277, 1.01287, -2.02494], [-0.86883, 0.47175, -0.88094], [-1.36208, -0.69688, -0.19165], [-0.62013, -0.79841, 1.16800], [-1.41910, -1.31492, 2.24568], [-2.13479, 0.20377, -2.46515], [-0.79506, 1.46886, -2.64725], [-2.25723, 1.88072, -1.93800], [-0.35822, 1.11383, -0.30918], [-2.53235, -0.63773, -0.24261], [-1.17928, -1.66748, -0.65738], [0.05117, -1.67899, 1.11702], [-0.06528, 0.12765, 1.34656], [-2.21810, -0.74985, 2.26728], [4.86274, -2.88989, -3.25214], [5.48646, -2.53308, -2.62665], [4.93470, -3.75932, -3.63623], [-3.57566, 1.40376, 2.92319], [-3.96222, 0.72853, 3.49763], [-3.25781, 0.81535, 2.22682], [3.53324, 2.59099, 0.09501], [4.39447, 2.51392, -0.33241], [3.62037, 3.47452, 0.47622]], "lowdin_charge": [-0.1376, -0.1516, -0.2316, -0.2287, -0.0827, 0.0739, 0.0696, 0.0744, 0.0903, 0.1359, 0.1019, 0.1230, 0.1098, 0.0503, -0.0552, 0.0271, 0.0280, -0.0477, 0.0450, 0.0060, -0.0647, 0.0315, 0.0328]}

=====

Going by the energies, #a is most stable and the next is 0.0798 hartree up.

=====

#a
{"formula": "C3H9NO2", "method": "the ωB97M-V functional and the def2-TZVPD basis", "charge": 1, "spin_multiplicity": 2, "s_squared": 0.7566, "gap_ev": [9.2, 3.0], "homo_energy_ev": [-12.8, -12.8], "species": ["O", "C", "C", "H", "H", "H", "H", "N", "C", "O", "H", "H", "H", "H", "H"], "positions_angstrom": [[-0.15606, -0.29263, -1.61275], [0.29181, 0.00549, -2.69418], [0.76916, -0.95282, -3.74209], [0.32271, 1.07141, -3.00546], [0.53481, -1.97489, -3.47565], [1.82604, -0.82375, -3.98899], [0.19972, -0.62881, -4.62321], [0.05865, -0.29575, 2.56156], [-0.88135, 0.73275, 2.88653], [-0.80254, 1.35748, 4.10877], [-0.36539, -1.06301, 2.03568], [0.85719, -0.06383, 1.96245], [-0.85314, 1.48764, 2.06355], [-1.85232, 0.23588, 2.96998], [0.05070, 1.20484, 4.55381]], "mulliken_spin": [-0.0001, -0.0001, 0.0001, 0.0000, 0.0000, 0.0000, 0.0000, 0.6488, 0.0195, 0.2051, -0.0124, 0.0020, 0.1078, 0.0315, -0.0023]}

=====

#b
{"formula": "C3H9NO2", "method": "the ωB97M-V functional and the def2-TZVPD basis", "charge": 1, "spin_multiplicity": 2, "s_squared": 0.7579, "gap_ev": [10.7, 3.7], "homo_energy_ev": [-14.6, -13.2], "species": ["C", "C", "O", "N", "H", "H", "H", "H", "H", "C", "O", "H", "H", "H", "H"], "positions_angstrom": [[-0.37589, 0.85844, -1.48224], [0.58056, 1.44136, -0.52326], [1.15219, 0.80427, 0.38217], [0.66346, 2.78168, -0.47596], [1.30206, 3.33591, 0.08154], [0.32529, 3.33207, -1.25613], [-0.27549, -0.26876, -1.40260], [0.02495, 1.26811, -2.41022], [-1.44292, 0.90908, -1.21206], [-0.47616, -2.08917, 1.60658], [-0.38370, -3.36592, 1.04925], [0.19278, -3.52008, 0.28687], [0.32731, -2.03259, 2.37116], [-0.19089, -1.33126, 0.85774], [-1.42356, -2.12314, 2.12715]], "mulliken_spin": [0.0490, -0.0319, 0.6970, 0.0322, -0.0015, 0.0018, 0.0009, 0.0044, -0.0001, 0.0616, 0.1641, -0.0050, 0.0344, -0.0087, 0.0019]}

=====

Going by the energies, #b is most stable and the next is 0.0106 hartree up.